(1)
The following is a DFT calculation (ωB97M-V/def2-TZVPD) of C40H110N14O22Zr as an isolated structure at a distorted geometry.

Kohn-Sham gap: 8.8 eV
net charge: 0
electronic energy: -110437.515 eV

Structure (XYZ):
```
187
Properties=species:S:1:pos:R:3:mulliken_charge:R:1
Zr -3.3901 2.0203 -0.3021 -0.40
N -5.1095 0.8893 -2.1422 1.02
O -4.9769 2.1369 -2.0884 -0.58
O -5.7714 0.3705 -2.9867 -0.69
O -4.5195 0.2544 -1.2396 -0.25
N -2.3361 4.9693 -1.0432 0.73
O -1.2946 4.6432 -1.6113 -0.51
O -3.2486 4.0521 -0.7507 -0.41
O -2.6577 6.0822 -0.7240 -0.66
N -2.2945 2.3544 2.6735 0.20
O -2.9744 2.8568 1.6481 0.77
O -1.1052 2.2461 2.5539 -0.36
O -2.9500 1.9453 3.6217 -0.52
N -0.8207 1.0553 0.0824 0.37
O -1.0349 2.2466 -0.3133 -0.09
O 0.2478 0.5350 0.1805 -0.54
O -1.9432 0.3882 0.1978 0.95
C -4.3309 7.3786 2.1909 -1.80
C -3.7188 6.0173 2.5154 2.14
C -2.2415 6.2173 2.8764 -0.99
O -1.7308 5.0821 3.6229 -0.33
C -0.3265 5.1557 3.7705 -0.58
N -4.4437 5.3262 3.5973 -0.46
H -5.4132 7.2600 2.0242 0.41
H -3.8103 7.7914 1.3620 0.40
H -4.2036 8.0708 3.0173 0.47
H -3.7013 5.4254 1.6191 -1.14
H -2.1460 7.1430 3.4850 0.34
H -1.7031 6.3259 1.9503 0.46
H 0.0337 4.7371 4.7363 0.37
H 0.0663 6.1770 3.7943 0.42
H 0.1601 4.5540 2.9965 -0.14
H -5.2162 5.8063 3.9976 0.26
H -3.7478 5.1107 4.2830 0.22
C 5.5717 2.2296 -3.5000 -1.25
C 4.9707 1.0922 -4.3055 0.69
C 3.6148 0.5818 -3.6897 -0.49
O 3.7643 -0.0782 -2.4612 -0.07
C 2.5422 0.0464 -1.7831 1.36
N 4.8034 1.4251 -5.7394 -0.65
H 5.4779 2.0105 -2.4320 0.12
H 4.9884 3.1578 -3.4977 0.31
H 6.6476 2.3258 -3.7324 0.39
H 5.7200 0.2978 -4.0839 0.12
H 2.9956 -0.0059 -4.3605 0.12
H 3.0027 1.4581 -3.5581 0.00
H 2.6266 -0.4708 -0.8010 -1.07
H 1.7578 -0.5169 -2.2833 0.05
H 2.2507 1.0902 -1.5010 -0.07
H 4.2336 0.8060 -6.3039 0.21
H 5.7352 1.5867 -6.1420 0.26
C -5.1889 -3.7534 -0.3175 -1.64
C -3.7192 -3.5329 0.0721 0.78
C -2.9844 -3.1037 -1.2173 -0.67
O -1.6604 -3.0293 -0.8800 0.01
C -0.6754 -3.0775 -1.9103 -0.62
N -3.5267 -2.4633 1.0905 0.23
H -5.6446 -2.8853 -0.8164 0.19
H -5.8967 -3.9040 0.4707 0.39
H -5.2523 -4.5379 -1.0980 0.43
H -3.2831 -4.5074 0.3653 0.34
H -3.3512 -2.1182 -1.5181 -0.38
H -3.1634 -3.8555 -2.0459 0.54
H -0.3729 -4.1135 -2.2222 0.44
H 0.1626 -2.4672 -1.5755 -0.19
H -1.0554 -2.5863 -2.8331 0.31
H -3.7449 -2.7286 2.0246 0.02
H -2.5588 -2.2167 1.1287 -0.19
C 1.3486 -3.4607 3.5491 -1.58
C 1.2466 -2.4870 2.3967 1.01
C 2.4007 -2.7180 1.3659 0.29
O 2.2273 -3.9178 0.7014 -0.36
C 3.4660 -4.3329 0.0537 -0.48
N -0.0905 -2.5968 1.7629 0.87
H 1.3436 -4.5125 3.1937 0.28
H 0.5120 -3.2981 4.2794 0.23
H 2.2828 -3.1756 4.0499 0.43
H 1.3126 -1.4449 2.7732 -0.58
H 3.3040 -2.7215 1.9244 0.70
H 2.5138 -1.8908 0.6646 -0.76
H 4.2215 -4.6815 0.7545 0.40
H 3.9114 -3.5733 -0.4663 0.15
H 3.1351 -5.0943 -0.6922 -0.01
H -0.1911 -3.5300 1.3687 0.34
H -0.3586 -1.8984 1.0411 -1.02
C -6.1567 0.0693 2.8847 -1.52
C -5.6245 0.7824 1.6629 0.95
C -5.8458 2.2290 1.8169 -1.12
O -5.4303 2.8165 0.5257 -0.53
C -6.0184 4.0489 0.2979 -1.12
N -4.1910 0.5443 1.2920 1.92
H -7.0610 0.4958 3.2286 0.55
H -5.3839 0.2266 3.6768 0.09
H -6.2381 -1.0228 2.7729 0.28
H -6.2229 0.4644 0.7919 0.03
H -5.2016 2.6793 2.6382 0.08
H -6.8693 2.4861 1.9470 0.91
H -5.3107 4.6833 -0.2540 0.17
H -6.3285 4.6124 1.1768 0.52
H -6.9280 3.8905 -0.2882 0.28
H -4.1707 -0.4901 1.0227 -0.32
H -3.6196 0.4712 2.1653 -0.55
C 2.7952 1.1505 3.0260 -1.25
C 3.1383 2.5676 2.6646 0.38
C 2.7734 2.8621 1.2055 0.77
O 2.8085 4.2196 0.9693 -0.56
C 2.2209 4.5600 -0.2557 -0.38
N 2.5786 3.4416 3.6534 -0.70
H 3.1811 0.9026 3.9739 0.61
H 3.0992 0.4321 2.2871 0.15
H 1.7429 1.1257 3.2646 -0.01
H 4.2609 2.6993 2.6339 0.22
H 1.7867 2.4483 0.9071 -0.47
H 3.5382 2.3777 0.5899 0.08
H 2.6059 5.4891 -0.5845 0.48
H 1.1511 4.7195 -0.1207 0.09
H 2.3570 3.8050 -1.0254 0.00
H 1.5929 3.1443 3.8270 0.22
H 2.5354 4.4202 3.3123 0.40
C -3.5169 -0.8350 5.6478 -1.40
C -2.3801 -1.5518 4.9291 0.41
C -2.6935 -2.9841 4.6854 -1.09
O -3.8420 -3.1905 3.8715 -0.40
C -4.3518 -4.5082 3.8658 -0.82
N -2.1348 -0.8353 3.6737 0.83
H -4.4825 -0.9932 5.0700 0.12
H -3.2505 0.2467 5.7122 0.31
H -3.6384 -1.2393 6.6364 0.56
H -1.4672 -1.5891 5.5432 0.35
H -2.8506 -3.4683 5.6426 0.55
H -1.8622 -3.5472 4.2000 0.48
H -5.4243 -4.4964 3.6549 0.23
H -4.2045 -4.9111 4.8595 0.41
H -3.8647 -5.1319 3.0676 0.20
H -1.9444 0.1882 3.7806 -0.22
H -1.4008 -1.2375 3.0799 -0.62
C -2.3446 -0.0753 -3.9345 -1.65
C -1.3814 0.8999 -3.1597 2.74
C -0.3819 1.4538 -4.2418 -1.58
O 0.5513 2.3347 -3.5491 0.31
C 0.9286 3.5500 -4.1919 -0.98
N -2.1703 1.9759 -2.5084 0.08
H -2.8300 -0.6849 -3.1886 0.16
H -1.7893 -0.6791 -4.6384 0.49
H -3.1504 0.3850 -4.4812 0.42
H -0.8431 0.3378 -2.3924 -1.46
H -0.8744 2.0390 -5.0174 0.48
H 0.2942 0.7245 -4.7611 0.29
H 0.0245 4.1157 -4.5265 0.34
H 1.4964 3.3182 -5.0850 0.33
H 1.5276 4.1133 -3.5236 0.19
H -1.5668 2.8060 -2.3831 -0.05
H -2.8962 2.3801 -3.1647 0.50
C 2.2925 -6.4994 -6.3818 -1.37
C 2.2856 -6.7238 -4.8654 0.20
C 2.7543 -5.4848 -4.0823 -0.33
O 1.7195 -4.5419 -4.2895 -0.40
C 2.0718 -3.3651 -3.7372 -0.39
N 0.8698 -7.1208 -4.4589 -0.79
H 2.5975 -7.3664 -6.8960 0.41
H 2.9663 -5.7259 -6.7438 0.32
H 1.2705 -6.2900 -6.7461 0.28
H 2.9782 -7.5438 -4.6251 0.46
H 3.7109 -5.0966 -4.5045 0.42
H 2.8324 -5.7101 -2.9981 -0.02
H 1.3771 -2.5515 -3.9995 0.18
H 3.0628 -3.0434 -4.1651 0.39
H 2.2054 -3.3322 -2.6457 0.06
H 0.2423 -6.2975 -4.5452 0.29
H 0.8385 -7.3605 -3.4322 0.30
C 6.3155 0.2835 1.0426 -1.22
C 6.7515 -0.6277 -0.1091 0.79
C 7.9987 -1.3826 0.3221 -0.95
O 8.2887 -2.2519 -0.7431 -0.27
C 9.2974 -3.2037 -0.3928 -0.72
N 5.7334 -1.5946 -0.4910 -0.36
H 6.3311 -0.3273 1.9428 0.44
H 5.3077 0.6991 0.8561 -0.14
H 7.0251 1.0818 1.2707 0.53
H 7.0733 -0.0420 -1.0061 0.09
H 7.8214 -1.9708 1.2774 0.38
H 8.7969 -0.6226 0.4806 0.34
H 9.4954 -3.9302 -1.2101 0.23
H 8.9055 -3.7529 0.5548 0.28
H 10.2875 -2.7776 -0.2738 0.29
H 4.9050 -1.1562 -0.8379 -0.21
H 6.0200 -2.0796 -1.2844 0.39
```

=====

(2)
The following is a DFT calculation (ωB97M-V/def2-TZVPD) of the molecule C7H14 at a distorted geometry.

SMILES: C=CCCCCC
Kohn-Sham gap: 10.7 eV
energy relative to the best compared isomer or geometry (same formula, charge and spin): 52.4 kcal per mole
net charge: 0
electronic energy: -7484.021 eV

Structure (XYZ):
```
21
Properties=species:S:1:pos:R:3:mulliken_charge:R:1
C 1.2704 -2.7639 -0.6700 -1.19
C 1.4968 -1.4252 -1.2894 -0.21
C 1.1659 -0.3196 -0.2476 -0.85
C -0.3215 0.1734 -0.2267 -0.66
C -0.6267 1.0313 1.0118 -0.18
C -1.8860 1.7204 0.8246 -0.24
C -1.9905 3.0111 1.1511 -0.79
H 2.0212 -3.4073 -0.4125 0.36
H 0.5758 -3.4991 -1.2310 0.25
H 0.6501 -2.6603 0.2868 0.28
H 2.5151 -1.2583 -1.7161 0.33
H 0.9245 -1.1840 -2.2599 0.26
H 1.5049 -0.5813 0.7986 0.33
H 1.6987 0.6843 -0.4873 0.32
H -1.1059 -0.6324 -0.2016 0.31
H -0.5859 0.7330 -1.1563 0.39
H 0.1906 1.8345 1.2257 0.28
H -0.7067 0.3022 1.8778 0.18
H -2.7165 1.4257 0.1595 0.29
H -1.1801 3.3531 1.7997 0.29
H -2.8943 3.4624 0.7625 0.25
```

=====

(3)
The following is a DFT calculation (ωB97M-V/def2-TZVPD) of C40H60BN9Y as an isolated structure at a distorted geometry.

Kohn-Sham gap: 8.2 eV
energy relative to the best compared isomer or geometry (same formula, charge and spin): 1.3 kcal per mole
net charge: +1
electronic energy: -57586.377 eV

Structure (XYZ):
```
111
Properties=species:S:1:pos:R:3:mulliken_charge:R:1
Y 0.2298 0.0174 -0.1756 0.11
C -4.0167 -2.5561 1.9183 -1.35
C -3.3427 -2.0788 0.6730 0.18
C -3.6055 -2.4192 -0.6330 -1.26
C -2.7150 -1.6649 -1.4157 -1.10
N -1.9232 -0.9448 -0.6223 0.81
N -2.3389 -1.1716 0.6737 0.63
B -2.0659 -0.1763 1.8517 -1.69
N -0.8025 -0.5639 2.6568 0.78
N 0.4561 -0.7198 2.1114 1.11
C 1.2408 -1.1745 3.1126 -0.85
C 0.4846 -1.2876 4.2800 -1.23
C -0.7954 -0.9018 3.9568 0.32
C -1.9919 -0.8566 4.8534 -1.13
C 2.7174 -1.5415 3.0774 2.73
C 3.4694 -0.6178 4.0534 -1.75
C 3.3495 -1.4603 1.6917 -0.75
C 2.8657 -2.9864 3.5847 -1.92
N -2.0306 1.2842 1.2980 0.47
N -1.4841 1.6101 0.0790 1.14
C -1.9801 2.7905 -0.2777 -0.64
C -2.8158 3.2719 0.7391 -1.07
C -2.8246 2.2991 1.7142 0.03
C -3.5659 2.2910 3.0097 -1.36
C -1.7816 3.3879 -1.6561 2.78
C -3.0841 3.1265 -2.4338 -1.69
C -0.6226 2.7263 -2.3928 -0.38
C -1.5546 4.9037 -1.5913 -1.78
C -2.8176 -1.4820 -2.9209 3.11
C -1.6141 -0.7351 -3.5307 -1.28
C -4.0929 -0.6383 -3.1333 -1.84
C -3.0409 -2.8190 -3.6445 -1.78
H -4.6843 -3.3797 1.6738 0.52
H -4.6068 -1.7643 2.3832 0.21
H -3.2911 -2.9082 2.6542 0.17
H -4.3756 -3.0951 -0.9705 0.58
H -2.9798 -0.2529 2.6098 -0.23
H 0.8224 -1.6181 5.2490 0.65
H -1.6864 -1.1280 5.8619 0.47
H -2.7667 -1.5536 4.5320 0.16
H -2.4375 0.1373 4.8865 0.12
H 3.3902 0.4320 3.7664 0.34
H 4.5278 -0.8876 4.0645 0.51
H 3.0846 -0.7177 5.0700 0.35
H 2.9431 -0.6472 1.0982 -0.80
H 3.2170 -2.3838 1.1308 0.33
H 4.4256 -1.2952 1.7767 0.68
H 2.5112 -3.0984 4.6108 0.43
H 3.9207 -3.2704 3.5593 0.46
H 2.3124 -3.6867 2.9541 0.32
H -3.3678 4.1984 0.7588 0.62
H -4.0677 3.2472 3.1422 0.51
H -2.8893 2.1414 3.8521 0.16
H -4.3184 1.5016 3.0395 0.23
H -3.3325 2.0632 -2.4301 0.03
H -2.9717 3.4539 -3.4708 0.50
H -3.9206 3.6714 -1.9904 0.45
H -0.7455 1.6415 -2.4314 -0.71
H 0.3396 2.9672 -1.9456 -0.37
H -0.5908 3.0712 -3.4279 0.72
H -2.2998 5.3957 -0.9641 0.28
H -1.6368 5.3250 -2.5950 0.50
H -0.5647 5.1595 -1.2114 0.26
H -1.8699 0.2957 -3.7779 0.29
H -1.2810 -1.2193 -4.4506 0.54
H -0.7502 -0.7084 -2.8666 -0.06
H -4.0749 0.2629 -2.5186 0.20
H -4.9840 -1.2090 -2.8667 0.39
H -4.1748 -0.3452 -4.1823 0.49
H -2.1418 -3.4337 -3.6796 0.33
H -3.3420 -2.6180 -4.6751 0.53
H -3.8362 -3.4021 -3.1762 0.29
C 0.2114 -3.0103 -2.1930 -1.56
N 0.8840 -2.4135 -1.0268 2.07
C 0.6072 -3.2981 0.1248 -1.22
C 2.3140 -2.2988 -1.3255 -0.49
C 3.0841 -3.4428 -1.4815 -0.59
C 4.4495 -3.3668 -1.6924 -1.05
C 5.0382 -2.1103 -1.7549 -0.98
C 4.2699 -0.9652 -1.6345 -0.81
C 2.8827 -1.0254 -1.4393 0.33
N 2.0786 0.1162 -1.2416 0.87
C 2.5862 1.3955 -1.5769 -0.61
C 3.2277 1.6507 -2.7913 -0.33
C 3.6961 2.9137 -3.1053 -0.76
C 3.5405 3.9595 -2.2035 -1.05
C 2.8955 3.7248 -1.0015 -0.32
C 2.3937 2.4653 -0.6933 0.04
N 1.6831 2.2038 0.5565 1.94
C 0.8969 3.3532 1.0321 -1.61
C 2.6616 1.8855 1.6172 -1.82
H 0.5819 -4.0239 -2.3692 0.47
H 0.4016 -2.4147 -3.0815 0.42
H -0.8528 -3.0649 -1.9980 0.35
H 0.9208 -4.3266 -0.0712 0.53
H -0.4698 -3.2977 0.3059 0.16
H 1.1088 -2.9407 1.0154 0.16
H 2.6164 -4.4175 -1.4073 0.32
H 5.0393 -4.2678 -1.7977 0.43
H 6.1087 -2.0178 -1.8946 0.42
H 4.7583 -0.0006 -1.6616 0.46
H 3.3320 0.8406 -3.5030 0.61
H 4.1774 3.0849 -4.0602 0.44
H 3.9067 4.9507 -2.4374 0.43
H 2.7577 4.5449 -0.3075 0.42
H 1.5415 4.1475 1.4183 0.56
H 0.2428 3.0267 1.8415 0.10
H 0.2912 3.7551 0.2348 0.47
H 3.2279 2.7811 1.8915 0.44
H 3.3617 1.1350 1.2665 0.46
H 2.1345 1.5138 2.4955 0.50
```

=====

(4)
The following is a DFT calculation (ωB97M-V/def2-TZVPD) of C26H28BaN6O2S2 as an isolated structure at a distorted geometry.

Kohn-Sham gap: 5.6 eV
energy relative to the best compared isomer or geometry (same formula, charge and spin): 5.9 kcal per mole
net charge: -2
electronic energy: -62819.372 eV

Structure (XYZ):
```
65
Properties=species:S:1:pos:R:3:mulliken_charge:R:1
Ba 0.6794 0.1558 0.0469 1.75
C 5.4874 -3.2695 1.3637 -0.79
S 5.8441 -1.7018 2.1679 -0.13
C 4.5262 -0.6768 1.5012 0.27
S 4.1092 -0.7392 -0.1516 -0.46
N 4.0880 0.1311 2.4380 -1.07
N 2.9866 0.8943 1.9942 0.81
C 2.9602 2.0719 2.4658 -1.32
C 1.7707 2.9494 2.2894 0.83
C 1.7842 4.2617 2.7519 -0.73
C 0.6468 5.0385 2.5961 -0.28
C -0.4727 4.4893 1.9951 -0.83
C -0.4053 3.1654 1.5750 -0.35
N 0.6858 2.4315 1.7244 0.53
H 6.4036 -3.8611 1.3705 0.28
H 5.1839 -3.0774 0.3345 0.26
H 4.6978 -3.8140 1.8804 0.24
H 3.7994 2.4679 3.0423 0.26
H 2.6758 4.6606 3.2199 0.41
H 0.6365 6.0629 2.9500 0.38
H -1.3844 5.0557 1.8622 0.42
H -1.2584 2.6685 1.1227 0.43
C 1.9590 3.8879 -2.6864 -1.46
C 1.1830 2.6077 -2.3976 0.46
O 1.3235 2.1310 -1.2297 -0.42
C 0.4214 2.0526 -3.4182 -0.94
C -0.2177 0.7458 -3.4377 0.57
C -0.9007 0.3465 -4.7251 -1.30
N -0.1807 -0.0719 -2.4385 0.10
N -0.8356 -1.3137 -2.6235 -0.20
C -0.5436 -2.1971 -1.6944 0.06
O 0.3388 -2.1407 -0.7759 -0.96
C -1.3970 -3.4429 -1.7497 0.19
C -2.2318 -3.7236 -2.8315 -0.11
C -3.0284 -4.8573 -2.8290 -0.57
C -3.0106 -5.7247 -1.7402 -0.31
C -2.1850 -5.4474 -0.6617 -0.57
C -1.3785 -4.3142 -0.6689 -0.47
H 2.6371 4.0740 -1.8556 0.31
H 1.2821 4.7411 -2.7885 0.29
H 2.5352 3.8060 -3.6101 0.35
H 0.3807 2.6056 -4.3502 0.17
H -0.8083 1.1336 -5.4737 0.35
H -1.9561 0.1374 -4.5401 0.26
H -0.4711 -0.5795 -5.1100 0.28
H -2.2394 -3.0279 -3.6594 0.41
H -3.6776 -5.0599 -3.6741 0.36
H -3.6423 -6.6061 -1.7327 0.35
H -2.1718 -6.1087 0.1973 0.36
H -0.7304 -4.0747 0.1635 0.41
C -0.5085 0.3278 3.8370 -1.20
C -1.7393 0.2149 2.9837 0.26
C -3.0600 0.2735 3.3983 -0.76
C -3.8423 0.1065 2.2230 -0.82
C -2.9400 -0.0473 1.1811 0.00
C -3.2564 -0.2989 -0.2623 -0.76
N -1.6558 0.0263 1.6327 0.43
H -0.6503 -0.1794 4.7961 0.41
H -0.2328 1.3648 4.0595 0.12
H 0.3596 -0.1281 3.3553 0.13
H -3.4091 0.4106 4.4140 0.42
H -4.9218 0.0873 2.1410 0.42
H -4.3119 -0.0901 -0.4565 0.35
H -3.0670 -1.3344 -0.5617 0.06
H -2.6631 0.3228 -0.9402 0.08
```

=====

(5)
The following is a DFT calculation (ωB97M-V/def2-TZVPD) of C20H22IrN3OS3 as an isolated structure at a distorted geometry.

Kohn-Sham gap (alpha / beta): 4.1 / 4.1 eV
energy relative to the best compared isomer or geometry (same formula, charge and spin): 27.0 kcal per mole
net charge: -2
electronic energy: -62960.058 eV

Structure (XYZ):
```
50
Properties=species:S:1:pos:R:3:mulliken_charge:R:1
Ir 1.4485 0.5740 -0.6584 0.47
C 1.6918 -1.3101 3.2259 -1.17
C 1.9544 -0.7285 1.8648 0.21
N 0.9487 -0.4513 0.9479 -0.02
N -0.2981 -0.7545 1.4385 -0.67
C -1.3279 -0.6142 0.7071 0.16
O -1.4784 -0.2667 -0.5585 -0.08
C -2.6538 -0.9084 1.3615 0.53
C -2.7276 -1.2607 2.7060 -0.18
C -3.9524 -1.5267 3.3011 -0.75
C -5.1277 -1.4405 2.5610 -0.34
C -5.0612 -1.0907 1.2231 -0.76
C -3.8293 -0.8279 0.6246 -0.34
C 3.2216 -0.4488 1.4486 0.87
C 4.4106 -0.6653 2.2438 -1.06
C 5.6280 -0.4054 1.7234 -0.25
C 5.7403 0.0830 0.3815 -0.84
C 4.5907 0.3057 -0.3231 0.05
N 3.3460 0.0728 0.1539 -0.08
H 0.6426 -1.5620 3.3396 0.20
H 1.9554 -0.6029 4.0225 0.23
H 2.2822 -2.2179 3.3942 0.27
H -1.8070 -1.3146 3.2714 0.32
H -3.9875 -1.7974 4.3502 0.37
H -6.0852 -1.6384 3.0292 0.35
H -5.9667 -1.0166 0.6317 0.38
H -3.7694 -0.5556 -0.4198 0.22
H 4.3099 -1.0210 3.2615 0.23
H 6.5171 -0.5536 2.3297 0.37
H 6.6985 0.3002 -0.0711 0.34
H 4.6252 0.7049 -1.3286 0.29
S 2.2361 4.9769 -1.8601 -0.47
C 1.8924 3.3672 -1.4505 0.14
S 0.8266 2.8177 -0.2393 -0.44
S 2.5152 1.9659 -2.2227 -0.59
C -1.9014 -0.5213 -3.4059 -1.75
C -1.1383 0.6119 -2.7015 2.59
C -0.2516 1.2956 -3.7266 -2.01
C -2.1449 1.6631 -2.2103 -1.55
C -0.3349 -0.0040 -1.5115 -0.85
H -2.5642 -0.1335 -4.1892 0.42
H -2.5116 -1.0796 -2.6888 0.20
H -1.1985 -1.2188 -3.8726 0.39
H -0.8648 1.5857 -4.5902 0.50
H 0.5514 0.6413 -4.0724 0.35
H 0.2192 2.1814 -3.3115 0.32
H -2.5261 2.2326 -3.0659 0.48
H -1.6505 2.3602 -1.5291 0.22
H -2.9957 1.2215 -1.6906 0.24
H -0.0977 -1.0249 -1.8442 0.44
```

=====

Among the records above, which one has the highest net charge?
C40H60BN9Y